{
  "formula": "C18H31BrN3O7P",
  "method": "ωB97M-V/def2-TZVPD",
  "total_energy_ha": -4310.7543,
  "smiles": "CCCOC1=CC(=O)C(P(O)Br)=CC1=O.CN(C)C=O.CN(C)C=O.CN(C)C=O",
  "e_homo_ev": -8.17,
  "max_force_ev_per_a": 2.33,
  "total_charge": 0,
  "spin_multiplicity": 1,
  "symbols": ["C", "C", "C", "O", "C", "C", "C", "O", "C", "P", "O", "Br", "C", "C", "O", "H", "H", "H", "H", "H", "H", "H", "H", "H", "H", "C", "N", "C", "C", "O", "H", "H", "H", "H", "H", "H", "H", "C", "N", "C", "C", "O", "H", "H", "H", "H", "H", "H", "H", "C", "N", "C", "C", "O", "H", "H", "H", "H", "H", "H", "H"],
  "coordinates": [[-3.27907, 3.45250, -0.57236], [-2.05331, 4.39130, -0.57038], [-0.69239, 3.65348, -0.45801], [0.01812, 4.22376, 0.65781], [1.20609, 3.62469, 0.90570], [1.67158, 3.61002, 2.14391], [2.98925, 2.89888, 2.38935], [3.77958, 3.23406, 3.20561], [3.20322, 1.65290, 1.50960], [3.99770, 0.09712, 2.10328], [5.60400, 0.44820, 2.33714], [3.09484, -0.28014, 4.15227], [2.76292, 1.68149, 0.27179], [2.07487, 2.96361, -0.16274], [2.23447, 3.43610, -1.24070], [-3.33155, 2.81032, -1.46871], [-3.37794, 2.87732, 0.36136], [-4.17340, 4.10124, -0.60646], [-2.14210, 5.03197, 0.32426], [-2.03661, 5.06082, -1.44002], [-0.86633, 2.56834, -0.37143], [-0.12716, 3.86551, -1.37636], [1.16798, 4.07217, 2.99174], [5.96598, -0.35044, 2.75687], [2.85614, 0.83884, -0.41479], [-2.59673, -1.29217, 3.16177], [-1.26493, -1.45315, 2.61333], [-0.37494, -2.44277, 3.20166], [-0.82492, -0.71300, 1.57424], [0.27883, -0.80029, 1.06766], [-2.52542, -1.00850, 4.21394], [-3.14101, -2.23572, 3.08003], [-3.14281, -0.51983, 2.62251], [0.52325, -1.94690, 3.56635], [-0.08491, -3.16761, 2.43918], [-0.87070, -2.95471, 4.02354], [-1.57967, 0.00469, 1.20773], [-3.82147, -0.90923, -4.99888], [-4.41495, 0.22682, -4.32114], [-5.48897, 0.95612, -4.97383], [-4.00349, 0.63077, -3.10344], [-4.46402, 1.57579, -2.48885], [-3.39460, -0.58382, -5.94985], [-4.58949, -1.66208, -5.18851], [-3.03479, -1.35073, -4.38965], [-5.19436, 1.99826, -5.10479], [-6.38201, 0.92648, -4.34798], [-5.70769, 0.51405, -5.94318], [-3.18546, 0.01201, -2.69616], [4.68558, -5.58412, -0.30070], [4.12409, -4.45454, 0.41221], [3.05131, -3.68948, -0.20383], [4.56193, -4.08374, 1.63283], [4.12229, -3.14554, 2.26777], [5.10237, -5.24451, -1.25149], [3.90137, -6.31944, -0.49448], [5.47447, -6.05322, 0.28484], [3.36248, -2.64983, -0.31449], [2.16866, -3.71657, 0.43673], [2.80752, -4.10428, -1.17970], [5.37629, -4.72328, 2.01587]],
  "forces_ev_per_angstrom": [[-0.12, 0.88, -0.49], [0.08, -0.37, 0.93], [-0.98, 0.98, -1.05], [0.46, -0.65, -0.73], [-0.41, -0.26, 0.31], [1.24, -0.52, 0.79], [-1.76, -0.60, -1.41], [1.02, 0.35, 1.22], [0.99, 0.65, 2.00], [0.01, -1.06, -1.20], [-1.01, 0.20, 0.57], [0.19, 0.61, -0.12], [-0.62, 0.31, -0.48], [-0.41, -0.82, 1.08], [0.07, 0.52, -1.44], [0.16, 0.29, 0.85], [0.32, -0.01, -0.36], [0.20, -0.35, -0.07], [0.18, -0.09, -0.36], [-0.15, -0.26, 0.16], [0.33, 0.26, 0.37], [0.00, -0.35, 0.32], [0.16, 0.06, -0.28], [0.14, 0.21, -0.19], [0.02, 0.35, -0.02], [0.24, -0.15, 0.05], [-0.11, 0.14, -0.14], [0.13, 0.17, -0.24], [-0.04, 0.01, 0.07], [0.00, -0.06, 0.02], [-0.15, 0.00, 0.00], [-0.11, 0.07, 0.06], [0.06, -0.01, -0.02], [0.11, -0.12, 0.02], [0.07, -0.04, 0.10], [-0.08, 0.07, -0.04], [-0.04, -0.01, 0.04], [-0.21, 0.20, -0.07], [0.15, -0.12, 0.07], [0.04, 0.12, 0.24], [0.00, -0.05, 0.00], [-0.29, -0.39, -0.45], [0.04, -0.14, -0.02], [0.11, -0.08, -0.06], [-0.03, 0.06, 0.03], [-0.11, 0.00, -0.04], [-0.03, 0.07, -0.09], [0.07, -0.05, 0.04], [0.00, -0.02, -0.03], [-0.23, 0.22, -0.04], [0.14, -0.15, 0.03], [0.06, 0.11, 0.23], [0.02, -0.03, -0.02], [0.03, -0.03, 0.03], [0.04, -0.15, -0.02], [0.11, -0.09, -0.07], [-0.03, 0.05, 0.03], [-0.14, 0.02, 0.00], [-0.03, 0.12, -0.08], [0.08, -0.06, 0.03], [0.00, -0.03, -0.05]],
  "nbo_charge": [-0.624, -0.418, -0.085, -0.484, 0.255, -0.327, 0.530, -0.491, -0.428, 1.079, -0.968, -0.279, -0.200, 0.497, -0.489, 0.246, 0.195, 0.208, 0.213, 0.203, 0.174, 0.197, 0.240, 0.501, 0.245, -0.398, -0.426, -0.421, 0.530, -0.637, 0.198, 0.194, 0.212, 0.232, 0.209, 0.202, 0.104, -0.399, -0.425, -0.418, 0.532, -0.632, 0.198, 0.197, 0.213, 0.216, 0.216, 0.205, 0.108, -0.398, -0.430, -0.418, 0.529, -0.627, 0.196, 0.194, 0.211, 0.222, 0.219, 0.199, 0.103]
}